Record 1
ORCA calculation (the ωB97M-V functional and the def2-TZVPD basis) on a 2-piece molecular cluster, C3H3F3IN overall in a non-equilibrium geometry.

Geometry as XYZ:
```
11
Properties=species:S:1:pos:R:3:nbo_charge:R:1
C -0.872 -0.927 -0.446 0.3906
C -0.291 -1.963 0.039 0.5700
C 0.950 1.311 0.419 -0.4580
N -0.094 1.087 -0.554 -0.5970
F -1.724 -0.964 -1.431 -0.2856
F -0.691 -3.200 -0.229 -0.2890
F 0.718 -1.944 0.975 -0.3109
I -1.716 2.299 -0.578 0.3431
H 0.560 1.675 1.298 0.1888
H 1.633 0.419 0.404 0.2339
H 1.527 2.208 0.103 0.2141
```

Relative energy (zero: lowest compared OMol25 entry of this formula, charge and spin) ... 0.0198 eV
Lowest unoccupied orbital energy (spin up / spin down) ... -0.0402 / -0.0403 Eh
HOMO energy (spin up / spin down) ... -0.3275 / -0.3284 Ha
Gap between HOMO and LUMO (spin up / spin down) ... 7.818 / 7.840 eV

Record 2
ORCA calculation (the ωB97M-V functional and the def2-TZVPD basis) on C18H72O18 as an isolated structure in a non-equilibrium geometry.

Geometry as XYZ:
```
108
Properties=species:S:1:pos:R:3:mulliken_charge:R:1
O 1.401 -3.088 0.710 -0.2782
H 1.030 -2.987 1.587 0.1318
H 0.700 -3.492 0.199 1.1014
O 0.711 -2.881 2.594 -0.7039
H 0.093 -2.486 3.209 -0.0445
H 0.720 -3.810 2.825 0.2478
O -1.105 -0.445 -3.235 -0.8782
H -0.202 -0.721 -3.076 -0.1480
H -1.531 -1.219 -3.602 0.4255
O -0.754 -1.911 3.683 -0.5991
H -1.245 -1.344 4.278 0.6415
H -0.457 -1.327 2.985 -0.4680
O 1.132 -2.327 -1.444 -0.4941
H 0.349 -2.505 -0.925 -0.5042
H 1.395 -3.183 -1.784 0.4061
O -2.879 -2.186 1.101 -0.9271
H -2.654 -1.608 1.830 0.5737
H -2.419 -3.004 1.293 0.4087
O -1.256 3.017 1.351 -0.5359
H -0.851 2.352 0.794 -2.2677
H -2.196 2.861 1.267 0.5895
O -2.928 0.300 1.012 -0.8766
H -2.617 -0.266 1.719 0.8420
H -3.543 -0.244 0.522 0.3082
O 0.959 -0.995 -3.340 -0.6849
H 1.860 -1.140 -3.629 0.4882
H 0.863 -1.551 -2.566 0.1220
O -2.199 -0.829 2.497 -0.5906
H -1.466 -0.234 2.653 0.2082
H -2.467 -1.116 3.371 0.6164
O -0.309 0.233 2.858 -0.4735
H -0.360 1.144 3.149 0.3593
H 0.015 0.285 1.960 -0.0139
O 2.089 0.536 -0.574 -1.1192
H 2.534 1.162 -1.145 0.4936
H 2.346 -0.322 -0.912 0.2478
C -0.155 3.814 -1.270 -1.1741
C 1.092 3.174 -1.841 1.0351
C 1.228 3.355 -3.368 -2.0870
O 2.200 3.708 -1.257 -0.6483
H -0.349 3.574 -0.225 0.8701
H -0.986 3.482 -1.892 -0.0626
H -0.097 4.899 -1.347 0.3332
H 1.064 2.099 -1.663 0.2874
H 0.302 3.308 -3.941 0.2635
H 2.057 2.778 -3.779 0.3618
H 1.589 4.354 -3.613 0.5635
H 2.885 3.039 -1.320 0.6208
C 4.436 -2.046 3.056 -1.8694
C 3.092 -1.955 2.269 -0.1029
C 2.676 -0.614 1.717 1.8861
O 3.249 -2.836 1.161 -0.8557
H 4.536 -1.389 3.920 0.2859
H 5.181 -1.809 2.297 0.3952
H 4.645 -3.083 3.320 0.4250
H 2.343 -2.524 2.820 0.5417
H 1.927 -0.828 0.954 0.2466
H 3.439 -0.165 1.081 0.4345
H 2.288 0.094 2.449 0.1590
H 2.358 -2.921 0.814 0.8841
C -2.545 1.022 -1.358 -0.3618
C -3.284 2.272 -1.854 0.2067
C -4.306 1.925 -2.962 -1.6809
O -3.907 3.032 -0.795 -0.5544
H -2.092 0.577 -2.244 1.3194
H -3.205 0.218 -1.031 0.2694
H -1.739 1.251 -0.661 -0.5951
H -2.480 2.892 -2.250 0.1104
H -3.824 1.342 -3.748 0.3341
H -4.643 2.836 -3.456 0.4422
H -5.151 1.401 -2.516 0.3774
H -4.160 3.872 -1.185 0.3945
C -0.184 0.517 -0.989 0.6568
C -0.364 0.216 0.522 0.2839
C -0.506 -1.305 0.743 -1.2772
O 0.839 0.565 1.174 0.3003
H -1.037 0.232 -1.604 -0.8137
H 0.654 -0.049 -1.396 0.2141
H 0.029 1.565 -1.202 -0.0464
H -1.214 0.714 0.989 2.7272
H -1.447 -1.715 0.375 -0.0419
H -0.319 -1.687 1.747 1.1709
H 0.236 -1.855 0.165 -1.1482
H 1.589 0.564 0.575 -2.7816
C 0.838 2.777 1.865 -0.3696
C 2.068 2.898 0.930 1.4976
C 3.060 3.841 1.575 -1.8674
O 2.659 1.610 0.738 -0.5911
H 1.100 2.143 2.712 0.5688
H 0.023 2.226 1.395 -0.6131
H 0.459 3.715 2.271 0.1815
H 1.662 3.248 -0.019 0.4145
H 3.378 3.454 2.542 0.4026
H 2.633 4.842 1.642 0.3536
H 3.983 3.913 1.000 0.3487
H 2.104 0.913 1.096 0.2399
C -1.534 -2.200 -2.009 -1.1749
C -1.618 -3.448 -1.133 -0.0119
C -1.380 -4.738 -1.865 -1.5105
O -0.580 -3.350 -0.226 -0.9476
H -0.528 -2.077 -2.411 0.7133
H -1.711 -1.289 -1.438 0.5520
H -2.254 -2.262 -2.825 0.6849
H -2.580 -3.478 -0.622 0.5255
H -2.162 -4.938 -2.598 0.4289
H -1.331 -5.583 -1.177 0.4167
H -0.420 -4.672 -2.377 0.3034
H -0.566 -4.123 0.342 0.5505
```

Relative energy (zero: lowest compared OMol25 entry of this formula, charge and spin) ... 45.7530 eV
Lowest unoccupied orbital energy ... -0.0146 Eh
HOMO energy ... -0.2711 Ha
Gap between HOMO and LUMO ... 6.980 eV

Record 3
ORCA calculation (the ωB97M-V functional and the def2-TZVPD basis) on C19H16ClN4OPt as an isolated structure in a non-equilibrium geometry.

Geometry as XYZ:
```
42
Properties=species:S:1:pos:R:3:nbo_charge:R:1
Pt 0.314 -0.242 0.347 0.8929
Cl -4.742 3.468 3.900 0.0369
C -3.803 2.398 2.953 -0.1081
C -4.316 1.125 2.646 -0.1529
C -3.566 0.269 1.886 -0.2366
C -2.267 0.602 1.422 0.4282
O -1.635 -0.281 0.740 -0.6668
C -1.741 1.921 1.752 -0.2454
C -0.480 2.383 1.326 0.1994
N 0.425 1.666 0.655 -0.5066
C 1.592 2.196 0.180 0.1244
C 1.905 3.561 0.043 -0.1972
C 3.168 3.937 -0.378 -0.1803
C 4.152 3.012 -0.684 -0.1750
C 3.880 1.634 -0.600 -0.0996
C 4.807 0.612 -0.901 -0.0730
C 4.442 -0.707 -0.731 -0.2630
C 3.158 -1.020 -0.307 0.0911
N 2.243 -0.073 -0.071 -0.4348
C 2.585 1.234 -0.186 0.2147
C -2.552 2.786 2.508 -0.1427
H -5.284 0.829 3.016 0.2398
H -3.935 -0.712 1.634 0.2259
H -0.234 3.405 1.589 0.2053
H 1.164 4.319 0.245 0.2276
H 3.391 4.990 -0.457 0.2358
H 5.134 3.341 -0.982 0.2316
H 5.790 0.877 -1.256 0.2354
H 5.135 -1.502 -0.948 0.2433
H 2.852 -2.048 -0.174 0.2216
H -2.192 3.773 2.754 0.2264
C 0.126 -5.382 -1.300 -0.3989
N 0.035 -4.612 -0.076 -0.4390
C -0.054 -5.354 1.169 -0.3982
C 0.134 -3.335 -0.046 0.6079
N 0.247 -2.181 0.022 -0.4939
H -0.721 -6.069 -1.355 0.2206
H 1.049 -5.966 -1.308 0.2111
H 0.111 -4.729 -2.170 0.2302
H -0.914 -6.026 1.134 0.2198
H -0.169 -4.671 2.008 0.2307
H 0.852 -5.947 1.312 0.2114
```

Lowest unoccupied orbital energy ... -0.1443 Eh
Charge ... +1
HOMO energy ... -0.3797 Ha
Gap between HOMO and LUMO ... 6.408 eV

Record 4
ORCA calculation (the ωB97M-V functional and the def2-TZVPD basis) on C41H40ClGeN4O6S2Tc as an isolated structure in a non-equilibrium geometry.

Geometry as XYZ:
```
96
Properties=species:S:1:pos:R:3:mulliken_charge:R:1
Tc -0.570 1.440 -0.305 -1.8856
C -1.581 -0.096 3.700 -1.2545
C -0.917 0.771 4.550 -1.1808
C 0.010 1.649 4.026 -1.1419
C 0.222 1.674 2.656 0.4428
N -0.454 0.861 1.828 1.9406
C -1.335 -0.011 2.349 -1.1014
C 1.178 2.524 1.952 0.4111
C 2.064 3.355 2.634 -0.6963
C 2.951 4.152 1.939 -0.9488
C 2.944 4.095 0.554 -1.0862
C 2.068 3.256 -0.121 -0.2516
C 1.149 2.436 0.548 1.6695
H -2.310 -0.810 4.063 0.6358
H -1.134 0.774 5.612 0.4272
H 0.539 2.344 4.664 0.5089
H -1.868 -0.640 1.659 0.8876
H 2.049 3.386 3.718 0.3739
H 3.629 4.812 2.468 0.3911
H 3.626 4.721 -0.016 0.4559
H 2.094 3.263 -1.199 0.5228
O -2.566 1.875 -1.868 -0.7378
S -3.475 1.552 -0.771 2.0721
O -4.594 0.721 -1.129 -0.6237
O -2.601 0.857 0.245 -0.5467
C -4.255 3.111 -0.279 -0.1326
C -5.401 3.383 -1.026 -0.9567
C -6.093 4.565 -0.828 -0.7513
C -5.660 5.485 0.114 -0.5151
C -4.515 5.235 0.853 -0.5579
C -3.813 4.059 0.660 0.0022
S -2.294 3.785 1.527 1.6652
O -1.813 5.037 2.050 -0.7374
O -2.612 2.779 2.507 -0.7331
O -1.478 3.297 0.361 -0.7443
H -5.734 2.656 -1.753 0.4875
H -6.977 4.772 -1.416 0.3843
H -6.207 6.408 0.262 0.3888
H -4.140 5.942 1.584 0.5052
C 4.040 -0.307 1.020 -0.9398
N 4.004 0.137 -0.370 0.1554
C 4.802 1.351 -0.617 -1.4454
C 2.831 -0.018 -1.068 -0.4302
N 1.743 -0.308 -0.363 2.5927
N 2.892 0.004 -2.405 0.8597
C 4.168 -0.121 -3.107 -1.2277
C 1.745 0.181 -3.302 -1.3329
H 5.081 -0.324 1.338 0.4798
H 3.649 -1.321 1.102 0.1484
H 3.493 0.371 1.691 0.1941
H 4.758 1.997 0.261 0.4319
H 4.396 1.918 -1.452 0.4499
H 5.844 1.093 -0.820 0.3318
H 1.881 -0.128 0.625 -0.8001
H 4.917 -0.565 -2.462 0.3721
H 4.525 0.843 -3.480 0.3185
H 4.011 -0.778 -3.962 0.3996
H 0.803 0.060 -2.773 0.4283
H 1.813 -0.551 -4.101 0.3862
H 1.749 1.185 -3.721 0.4755
Cl 0.180 2.366 -2.170 -0.3330
C 0.285 -0.254 -0.641 1.0100
Ge -0.279 -2.193 -0.646 2.4666
C 1.246 -3.219 -1.366 -0.5260
C 2.213 -3.770 -0.520 -0.2485
C 3.373 -4.343 -1.034 -0.7310
C 3.584 -4.380 -2.408 -0.5486
C 2.610 -3.882 -3.265 -0.8905
C 1.452 -3.314 -2.745 -0.1659
C -1.890 -2.678 -1.594 0.0687
C -1.940 -3.869 -2.321 -0.7954
C -3.118 -4.250 -2.953 -0.6487
C -4.249 -3.446 -2.859 -0.5459
C -4.205 -2.261 -2.135 -0.7206
C -3.029 -1.877 -1.505 0.1870
C -0.416 -2.793 1.222 -0.2089
C 0.559 -2.496 2.180 0.5671
C 0.448 -2.955 3.485 -0.9367
C -0.654 -3.714 3.860 -0.6857
C -1.638 -4.010 2.925 -0.8574
C -1.518 -3.554 1.615 -0.3856
H 2.054 -3.766 0.553 0.3437
H 4.110 -4.768 -0.361 0.4472
H 4.494 -4.810 -2.810 0.4020
H 2.754 -3.943 -4.340 0.4555
H 0.682 -2.956 -3.423 0.5647
H -1.061 -4.500 -2.390 0.3420
H -3.154 -5.175 -3.518 0.4108
H -5.167 -3.745 -3.352 0.3767
H -5.080 -1.626 -2.055 0.4781
H -3.010 -0.950 -0.950 -0.0977
H 1.423 -1.893 1.915 0.0597
H 1.214 -2.711 4.214 0.4311
H -0.747 -4.070 4.880 0.4071
H -2.502 -4.598 3.216 0.4077
H -2.292 -3.790 0.890 0.4636
```

Relative energy (zero: lowest compared OMol25 entry of this formula, charge and spin) ... 1.0440 eV
Lowest unoccupied orbital energy ... -0.0239 Eh
HOMO energy ... -0.2936 Ha
Gap between HOMO and LUMO ... 7.341 eV

What did we get for E_tot? Answer: -767.95454, -2081.57607, -1607.22816, -5671.07329 a.u., in the order shown.